No. 1
Entry from the Open Molecules 2025 dataset: a structure of composition C24H35N2O6RuS2Si (ωB97M-V with the def2-TZVPD basis set).

The geometry in XYZ format:
```
71
Properties=species:S:1:pos:R:3:forces:R:3
Ru 0.372 1.951 0.112 -0.009 -0.015 -0.143
O 0.317 4.308 3.718 0.016 -0.021 0.032
C 0.226 3.405 2.881 0.065 -0.103 -0.042
O 0.757 3.385 1.725 -0.194 0.107 0.011
C -0.546 2.131 3.291 0.009 0.073 -0.018
C 0.262 0.865 2.970 0.039 -0.010 0.043
C -0.247 -0.315 3.799 0.054 0.022 -0.003
C -1.621 -0.579 3.137 -0.040 -0.016 -0.039
C -1.615 0.438 1.988 -0.038 -0.028 0.065
O -0.213 0.499 1.652 0.143 -0.205 0.132
C -1.880 1.846 2.518 0.044 0.078 0.069
C -2.229 2.824 1.382 -0.138 -0.157 0.013
O -3.104 3.660 1.593 -0.048 -0.012 -0.030
O -1.650 2.620 0.257 0.216 0.292 -0.066
H -0.735 2.204 4.363 -0.009 0.016 -0.012
H 1.339 1.007 2.922 -0.014 -0.006 -0.013
H 0.415 -1.176 3.683 0.002 0.010 0.007
H -0.314 -0.066 4.859 0.008 0.000 0.000
H -1.682 -1.590 2.739 -0.019 -0.014 -0.003
H -2.460 -0.406 3.813 0.003 0.009 -0.009
H -2.170 0.152 1.104 -0.043 -0.035 -0.078
H -2.725 1.857 3.206 0.001 0.025 0.003
S 2.546 1.253 0.171 0.077 0.111 0.097
C 3.450 2.640 -0.438 -0.100 0.054 -0.150
C 4.827 2.732 -0.260 -0.001 -0.016 0.002
C 5.552 3.801 -0.770 0.039 0.021 -0.005
C 4.887 4.799 -1.476 0.048 -0.006 0.021
C 3.516 4.717 -1.662 -0.039 -0.051 0.008
C 2.771 3.646 -1.157 0.057 -0.141 0.021
S 1.053 3.525 -1.454 -0.031 0.160 0.044
H 5.328 1.948 0.299 0.005 0.001 -0.001
H 6.622 3.861 -0.606 -0.002 0.000 0.000
H 5.434 5.649 -1.869 0.004 -0.004 -0.001
H 2.991 5.498 -2.201 -0.013 0.001 -0.011
C -1.827 -0.148 -3.859 -0.020 0.019 0.017
Si -1.820 0.948 -2.294 -0.014 0.037 -0.029
C -3.351 0.381 -1.339 0.051 0.032 0.037
C -2.096 2.703 -2.902 0.006 -0.031 0.001
C -0.228 0.645 -1.400 -0.032 -0.042 0.007
H -2.751 -0.030 -4.436 -0.011 -0.001 -0.004
H -1.727 -1.205 -3.592 0.003 -0.015 0.011
H -0.986 0.112 -4.508 0.011 0.004 -0.008
H -4.235 0.372 -1.985 -0.002 -0.020 -0.028
H -3.546 1.057 -0.505 -0.015 0.009 -0.001
H -3.199 -0.629 -0.946 -0.017 -0.007 -0.002
H -3.075 2.801 -3.385 -0.003 -0.008 -0.005
H -1.324 2.986 -3.621 0.018 0.015 0.009
H -2.047 3.393 -2.058 -0.010 -0.002 -0.001
H 0.552 0.645 -2.173 0.014 -0.012 0.040
H -0.296 -0.380 -1.006 0.011 -0.021 0.001
C 1.595 -1.983 0.213 -0.071 0.008 0.032
N 0.878 -3.178 -0.217 -0.067 -0.005 0.136
C 1.706 -4.268 -0.676 0.030 -0.028 -0.036
C 0.889 -5.307 -1.415 -0.018 -0.015 0.024
C -0.302 -5.684 -0.557 0.031 0.008 -0.033
N -1.069 -4.500 -0.255 0.084 0.115 -0.033
C -2.437 -4.693 0.155 -0.014 -0.050 0.034
C -0.459 -3.286 0.059 0.144 0.049 -0.111
O -1.101 -2.356 0.521 -0.184 -0.212 0.076
H 2.050 -1.473 -0.635 0.008 0.002 -0.011
H 2.381 -2.256 0.926 0.006 -0.022 -0.007
H 0.905 -1.292 0.689 0.034 -0.010 -0.049
H 2.227 -4.738 0.173 0.003 0.015 -0.001
H 2.479 -3.851 -1.327 -0.012 -0.003 -0.002
H 1.502 -6.185 -1.630 0.004 0.001 -0.001
H 0.533 -4.893 -2.360 -0.005 -0.002 -0.003
H 0.040 -6.188 0.362 -0.014 -0.006 -0.008
H -0.955 -6.387 -1.082 0.004 0.012 -0.010
H -2.999 -5.184 -0.645 -0.003 -0.006 0.014
H -2.875 -3.724 0.363 -0.036 0.045 0.002
H -2.507 -5.313 1.059 -0.008 0.006 0.000
```
Positions in Å, forces in eV/Å.

Calculated values
HOMO energy (alpha / beta): -0.7 / -0.7 eV
spin multiplicity: 2
ΔE to the lowest compared entry with this formula, charge and spin: 95.2 kJ/mol
lowest unoccupied orbital energy (alpha / beta): 3.82 / 3.82 eV
max |F|: 0.369 eV Å⁻¹
net charge: -2
<S²>: 0.76

=====

No. 2
Entry from the Open Molecules 2025 dataset: an isolated molecule of C24H35N3O4S at a distorted geometry (ωB97M-V with the def2-TZVPD basis set).

The geometry in XYZ format:
```
67
Properties=species:S:1:pos:R:3:forces:R:3
C -2.111 -6.682 -0.747 -0.065 -0.149 -0.094
O -1.667 -5.620 0.058 0.057 0.280 0.150
C -2.415 -4.475 0.085 0.066 0.128 0.132
C -1.912 -3.427 0.850 -0.023 -0.316 -0.124
C -2.578 -2.224 0.937 -0.186 -0.009 0.066
C -3.783 -2.019 0.263 -0.071 -0.425 0.118
N -4.531 -0.831 0.369 -0.263 0.183 0.159
C -5.080 -0.272 -0.847 0.086 0.031 -0.026
C -3.959 0.356 -1.710 -0.254 -0.002 -0.475
N -2.789 0.645 -0.911 0.722 -0.638 -0.022
S -1.396 -0.173 -1.297 -0.004 0.528 -1.078
O -0.543 -0.187 -0.138 -0.019 0.099 0.298
O -1.682 -1.406 -1.965 -0.087 0.064 -0.123
C -0.668 0.950 -2.537 -0.198 -0.335 0.754
C -0.370 2.303 -1.910 0.046 0.236 -0.070
N 0.637 2.192 -0.885 -0.188 -0.129 0.122
C 1.905 2.637 -1.084 -0.015 -0.027 0.411
O 2.201 3.347 -2.023 0.204 0.181 -0.331
C 2.899 2.181 -0.017 0.004 0.172 -0.341
C 2.406 2.535 1.391 0.098 -0.050 0.093
C 3.431 2.062 2.423 -0.095 0.061 0.265
C 3.602 0.548 2.311 0.016 0.037 -0.038
C 4.106 0.196 0.912 0.045 -0.292 -0.022
C 5.447 0.884 0.662 -0.037 0.027 0.013
C 5.267 2.397 0.773 0.203 0.102 -0.015
C 4.772 2.751 2.174 -0.012 -0.029 -0.032
C 4.247 2.867 -0.261 -0.010 -0.042 0.008
C 3.085 0.660 -0.127 0.099 -0.053 0.122
C -3.005 1.125 0.434 0.179 0.223 0.371
C -4.033 0.244 1.196 -0.074 -0.012 0.006
C -4.291 -3.084 -0.477 0.037 0.198 0.029
C -3.622 -4.290 -0.575 0.173 -0.237 -0.092
H -1.358 -7.462 -0.648 -0.087 0.022 -0.043
H -2.189 -6.385 -1.798 -0.013 -0.010 0.030
H -3.077 -7.070 -0.407 0.031 0.021 -0.030
H -0.973 -3.567 1.362 0.129 -0.015 0.065
H -2.121 -1.443 1.520 0.018 0.097 0.041
H -5.804 0.495 -0.554 0.001 -0.089 -0.064
H -5.606 -1.033 -1.419 -0.047 0.114 -0.010
H -3.634 -0.351 -2.474 -0.258 0.081 -0.080
H -4.309 1.276 -2.195 -0.013 -0.112 -0.025
H -1.394 1.018 -3.340 -0.130 -0.039 -0.107
H 0.236 0.466 -2.895 0.066 -0.106 -0.042
H -1.291 2.711 -1.481 0.065 0.070 -0.146
H 0.021 3.000 -2.659 -0.194 -0.151 0.079
H 0.468 1.457 -0.212 0.219 0.205 -0.006
H 2.267 3.616 1.468 -0.072 0.048 -0.007
H 1.446 2.056 1.593 -0.071 0.019 0.031
H 3.072 2.316 3.427 0.009 -0.014 -0.076
H 4.315 0.199 3.062 0.003 -0.043 0.052
H 2.648 0.050 2.496 -0.046 -0.056 0.056
H 4.230 -0.889 0.832 -0.016 0.064 -0.004
H 5.817 0.626 -0.333 0.056 -0.034 -0.040
H 6.183 0.541 1.393 0.059 -0.039 0.007
H 6.226 2.894 0.587 -0.067 -0.024 -0.001
H 4.657 3.833 2.265 0.023 0.063 0.038
H 5.500 2.426 2.921 0.036 0.023 0.059
H 4.118 3.950 -0.203 0.002 0.039 -0.055
H 4.593 2.635 -1.270 -0.012 0.048 -0.034
H 3.438 0.409 -1.131 -0.034 -0.019 -0.071
H 2.137 0.142 0.036 -0.026 -0.036 -0.031
H -2.032 1.105 0.922 -0.145 0.174 0.157
H -3.352 2.164 0.381 0.069 -0.067 0.039
H -4.898 0.855 1.478 0.133 -0.037 0.037
H -3.608 -0.167 2.110 -0.018 0.069 -0.004
H -5.235 -2.988 -0.991 -0.094 0.019 -0.014
H -4.059 -5.074 -1.173 -0.010 -0.092 -0.032
```
Positions in Å, forces in eV/Å.

Calculated values
SMILES: COc1ccc(N2CCN(S(=O)(=O)CCNC(=O)[C@]34C[C@H]5C[C@H](C[C@H](C5)C3)C4)CC2)cc1
HOMO energy: -7.4 eV
ΔE to the lowest compared entry with this formula, charge and spin: 131.6 kJ/mol
lowest unoccupied orbital energy: 0.56 eV
max |F|: 1.201 eV Å⁻¹

=====

No. 3
Entry from the Open Molecules 2025 dataset: a cluster of 8 separate species, C24H36BF4N2O14S3 in total at a distorted geometry (ωB97M-V with the def2-TZVPD basis set).

The geometry in XYZ format:
```
84
Properties=species:S:1:pos:R:3:forces:R:3
N -1.403 1.800 3.342 -0.473 -1.165 3.169
H -0.797 1.477 4.083 2.188 1.126 0.333
H -1.939 2.552 3.750 -0.298 0.036 -0.335
H -1.801 0.873 3.289 -1.448 0.115 -1.136
H -0.912 2.037 2.492 1.121 0.834 -1.757
N 1.085 0.308 0.069 -1.264 -0.633 -0.614
H 1.960 0.251 -0.432 0.425 -0.060 0.237
H 0.468 -0.471 -0.111 0.445 -0.780 0.115
H 0.518 1.066 -0.283 0.266 1.605 -0.359
H 1.142 0.431 1.069 0.837 0.170 1.379
C 3.230 1.854 2.014 -0.734 0.677 2.567
C 4.124 2.964 1.889 -2.323 0.401 0.612
C 3.801 4.253 2.853 0.631 0.559 -0.818
O 4.327 5.329 2.561 0.679 -0.492 -0.063
C 2.857 4.168 3.910 2.200 -0.108 -1.816
C 2.104 3.056 4.017 -1.326 -0.238 2.438
C 2.296 1.823 3.074 -0.506 -0.339 -2.047
O 1.463 0.832 3.069 -0.580 0.494 0.862
O 1.252 3.114 4.986 -0.997 -2.056 -0.658
O 4.881 3.069 0.962 1.877 0.603 -0.940
H 3.213 0.978 1.382 0.621 0.101 -0.166
H 2.765 5.038 4.543 -0.379 -0.072 0.007
C -0.078 4.743 1.563 -0.391 -3.774 -3.094
C 0.770 5.832 1.357 -1.331 4.033 3.495
C 1.662 5.906 0.130 5.286 4.336 0.413
O 2.623 6.829 -0.024 -4.019 -1.938 1.133
C 1.715 4.918 -0.785 -3.213 -5.165 -1.185
C 0.901 3.699 -0.591 0.766 0.481 0.237
C -0.028 3.561 0.692 3.245 6.451 0.711
O -0.534 2.516 1.027 -1.934 -3.767 -0.450
O 0.938 2.638 -1.285 -0.261 0.657 -0.488
O 0.708 6.829 2.206 0.558 -2.420 -2.790
H -0.848 4.497 2.280 0.305 1.140 0.992
H 2.393 4.908 -1.626 0.145 0.158 0.157
B 4.459 -1.761 -0.006 0.373 3.616 0.333
F 5.276 -0.987 0.858 -0.207 0.222 -0.237
F 3.153 -1.747 0.403 -1.866 -0.593 0.966
F 4.346 -1.078 -1.278 0.825 -0.823 -0.331
F 4.996 -2.980 0.038 0.667 -2.819 -1.055
C -0.705 0.803 -4.795 -0.271 -1.624 -0.162
C -1.204 2.061 -4.115 1.218 -0.135 0.874
C -1.863 1.708 -2.789 -3.095 -2.004 -0.467
S -2.118 -0.184 -2.673 3.331 2.804 -1.657
O -3.507 -0.552 -2.538 0.133 -0.488 0.439
O -1.015 -0.584 -1.846 -0.327 -1.577 1.206
C -1.570 -0.388 -4.409 -1.658 -0.242 -0.284
H 0.318 0.519 -4.547 0.101 0.391 0.214
H -0.773 0.777 -5.882 0.206 0.698 -0.151
H -1.900 2.558 -4.792 0.131 0.346 0.307
H -0.324 2.636 -3.827 -0.157 0.603 -0.442
H -2.934 1.843 -2.938 -0.221 1.030 0.429
H -1.559 2.062 -1.804 0.645 0.054 -0.293
H -2.588 -0.392 -4.798 -0.099 0.623 -0.851
H -1.160 -1.287 -4.870 0.195 -0.461 1.087
C 0.142 -3.488 -3.226 0.545 1.245 1.036
C -1.240 -4.121 -3.164 -1.175 -0.365 -1.063
C -1.106 -5.488 -2.485 1.034 0.511 -0.818
S -0.113 -5.027 -0.965 -0.646 -1.849 -0.115
O 0.690 -6.173 -0.498 -0.364 1.720 -1.182
O -1.115 -4.598 -0.005 0.103 0.402 -0.293
C 0.792 -3.578 -1.797 -0.969 -1.014 0.254
H 0.075 -2.447 -3.540 -0.274 0.332 0.809
H 0.728 -3.798 -4.091 0.228 -1.243 0.442
H -1.592 -4.108 -4.195 0.188 -1.071 -0.490
H -2.124 -3.595 -2.804 0.698 0.799 1.200
H -0.512 -6.082 -3.178 0.531 -0.235 0.372
H -1.998 -6.090 -2.312 -0.064 0.519 0.636
H 1.838 -3.809 -1.597 0.083 0.224 -0.587
H 0.494 -2.710 -1.208 0.029 -0.088 0.111
C -3.838 -3.261 2.011 -0.126 0.411 2.274
C -3.039 -3.360 3.383 1.646 -1.387 -0.037
C -1.473 -3.104 3.166 -2.765 0.769 -0.771
S -1.603 -1.856 1.833 2.147 0.660 -1.526
O -0.400 -2.024 0.998 -2.145 0.434 1.130
O -1.981 -0.502 2.247 0.643 -1.208 0.725
C -3.155 -2.341 1.093 1.552 0.153 -2.094
H -4.755 -2.829 2.410 -0.579 -0.436 -0.851
H -3.921 -4.215 1.489 -0.377 -0.133 0.676
H -3.170 -4.405 3.666 0.201 -0.048 0.346
H -3.401 -2.793 4.240 -0.314 0.437 -0.536
H -1.051 -4.025 2.764 0.485 0.487 -0.122
H -0.912 -2.596 3.950 -0.099 -0.388 0.124
H -2.797 -2.850 0.198 -0.275 -0.201 -0.152
H -3.647 -1.432 0.748 0.017 -0.029 0.439
```
Positions in Å, forces in eV/Å.

Calculated values
HOMO energy: 2.2 eV
lowest unoccupied orbital energy: 4.27 eV
max |F|: 7.256 eV Å⁻¹
net charge: -3

=====

Which of these has the lowest max |F|?
C24H35N2O6RuS2Si

=====

The highest max |F| belongs to which entry?
C24H36BF4N2O14S3

=====

max |F| of number 3 (C24H36BF4N2O14S3)?
7.256 eV Å⁻¹

=====

What is the max |F| in the first record?
0.369 eV Å⁻¹